No. 1
ORCA calculation (ωB97M-V with the def2-TZVPD basis set) on a molecular structure, C30H24Cl2O2PTm in a non-equilibrium geometry.

As for the HOMO energy (alpha / beta): -0.277 / -0.277 Eh. The spin multiplicity is 3. Its gap between HOMO and LUMO (alpha / beta) is 0.2730 / 0.2734 hartree.

Structure (XYZ):
```
60
Properties=species:S:1:pos:R:3:forces:R:3:lowdin_spin:R:1
C 2.0157 2.8031 0.9766 0.3 0.5 -0.7 0.00
C 2.2729 1.6265 0.2207 -0.1 0.6 -0.5 0.00
C 1.8229 1.8556 -1.1260 0.1 0.4 0.5 0.00
H 2.8122 0.7346 0.5599 -0.4 0.4 0.0 0.00
C 1.2793 3.1716 -1.1910 0.6 0.0 0.3 0.00
C 1.3795 3.7726 0.1114 0.8 -0.7 -0.2 0.00
H 1.1282 4.8036 0.3687 0.0 -0.4 -0.1 0.00
H 2.3419 2.9826 1.9992 -0.4 -0.1 -0.2 0.00
H 1.9457 1.1449 -1.9496 -0.3 0.4 0.3 0.00
H 0.8924 3.6620 -2.0812 0.0 -0.2 0.3 0.00
Tm -0.3091 2.0064 0.3824 -0.3 -1.5 -1.0 2.01
Cl -1.7525 1.7202 -1.6342 -0.1 0.1 -0.1 0.00
P 0.3136 -1.8134 -1.0925 -0.8 2.6 1.0 0.00
C 0.8035 -1.7242 -2.8210 0.6 -0.2 -0.8 0.00
C 1.7716 -2.5816 -3.3749 -0.4 0.2 -0.1 0.00
H 2.2773 -3.3075 -2.7349 -0.2 0.1 -0.3 0.00
C 2.0802 -2.4914 -4.7324 0.1 0.1 -0.2 0.00
H 2.8049 -3.1776 -5.1669 -0.1 0.1 0.1 0.00
C 1.4688 -1.5354 -5.5509 -0.1 -0.1 0.5 0.00
H 1.6894 -1.4942 -6.6172 0.0 0.0 0.3 0.00
C 0.5670 -0.6293 -4.9814 0.1 -0.1 -0.2 0.00
H 0.1098 0.1364 -5.6102 0.1 -0.2 0.2 0.00
C 0.2504 -0.6991 -3.6306 0.0 -0.4 0.6 0.00
H -0.4163 0.0378 -3.1700 0.1 -0.3 -0.2 0.00
C 1.5680 -2.6083 -0.0848 0.5 -0.7 0.5 0.00
C 2.9120 -2.1790 -0.1938 -0.3 -0.4 0.2 0.00
H 3.1721 -1.3624 -0.8655 -0.1 -0.2 0.0 0.00
C 3.9097 -2.7942 0.5606 -0.1 -0.2 0.2 0.00
H 4.9502 -2.4810 0.4520 -0.3 0.0 0.0 0.00
C 3.5935 -3.8251 1.4572 -0.3 0.1 -0.2 0.00
H 4.3877 -4.3565 1.9958 -0.4 0.3 -0.2 0.00
C 2.2469 -4.1635 1.6554 0.4 0.1 0.1 0.00
H 1.9967 -4.9345 2.3879 0.0 0.3 -0.2 0.00
C 1.2354 -3.5318 0.9303 0.5 0.1 -0.4 0.00
H 0.1923 -3.7544 1.1442 0.2 -0.1 -0.2 0.00
C -1.3112 -2.6170 -0.9425 -0.2 -0.5 -0.3 0.00
C -1.6693 -3.6493 -1.8275 -0.2 0.1 0.6 0.00
H -0.9938 -3.9183 -2.6428 -0.2 0.0 0.3 0.00
C -2.8807 -4.3179 -1.6456 -0.1 0.1 0.0 0.00
H -3.1357 -5.1423 -2.3052 0.0 0.1 0.1 0.00
C -3.7617 -3.9426 -0.6271 0.4 0.1 -0.1 0.00
H -4.6944 -4.4900 -0.4788 0.3 0.2 -0.1 0.00
C -3.4414 -2.8571 0.1947 -0.1 -0.1 -0.1 0.00
H -4.1398 -2.5516 0.9706 0.1 0.0 -0.2 0.00
C -2.2388 -2.1744 0.0318 0.6 -0.3 -0.5 0.00
H -2.0029 -1.2919 0.6335 -0.1 -0.4 -0.1 0.00
Cl -3.0162 7.3780 5.5395 0.0 0.3 0.2 0.00
C -2.5626 5.9691 4.6765 0.3 -1.2 -0.9 0.00
C -1.5995 5.0897 5.2150 -0.4 0.1 -0.2 0.00
C -1.2849 3.9098 4.5307 -0.2 0.5 0.2 0.00
C -1.9495 3.6216 3.3383 0.1 0.0 0.0 0.00
C -2.8613 4.5101 2.7784 -0.1 0.3 0.3 0.00
C -3.1661 5.7010 3.4302 0.4 -0.2 0.6 0.00
C -1.5586 2.4632 2.5077 0.8 -0.8 -0.5 0.00
O -0.3216 2.0358 2.5905 -1.8 0.4 0.3 0.00
O -2.3064 2.0335 1.5596 1.1 0.7 1.1 0.00
H -1.1190 5.3478 6.1616 -0.2 -0.1 -0.3 0.00
H -0.5278 3.2203 4.9116 -0.3 0.3 -0.1 0.00
H -3.3043 4.2611 1.8182 0.0 0.1 0.2 0.00
H -3.8667 6.3977 2.9879 0.0 0.0 0.2 0.00
```
Positions in Å, forces in eV/Å.


No. 2
ORCA calculation (ωB97M-V with the def2-TZVPD basis set) on a molecular structure, C30H24Cl4N2O2PZr.

As for the HOMO energy: -0.391 Eh. The value obtained for the energy relative to the best compared isomer or geometry (same formula, charge and spin) is 0.0 kcal per mole. As for the net charge: +1. Its gap between HOMO and LUMO is 0.2725 hartree.

Structure (XYZ):
```
64
Properties=species:S:1:pos:R:3:forces:R:3:lowdin_charge:R:1
Zr 0.2523 0.1139 -0.3196 0.3 0.5 0.4 1.79
N -2.0992 0.3225 0.1102 0.0 0.1 0.0 -0.01
C -2.8591 -0.7266 0.7758 0.0 0.0 0.1 -0.31
C -4.1387 -1.0346 0.3438 0.0 0.0 0.0 -0.02
C -4.8667 -2.0144 1.0024 0.0 0.0 0.0 -0.05
C -4.3254 -2.6733 2.0967 0.0 0.0 0.0 -0.05
C -3.0389 -2.3749 2.5143 0.0 0.0 0.0 -0.05
C -2.2836 -1.4140 1.8477 0.0 0.0 0.0 -0.31
P -0.5505 -1.0205 2.2130 0.1 0.0 -0.3 1.10
C -0.1535 -1.3517 3.9354 0.0 0.0 -0.1 -0.37
C -0.0967 -2.6496 4.4482 0.0 0.0 0.0 -0.10
C 0.2174 -2.8468 5.7812 0.0 0.0 0.0 -0.06
C 0.4805 -1.7563 6.6033 0.0 0.0 0.0 -0.05
C 0.4344 -0.4677 6.0948 0.0 0.0 0.0 -0.06
C 0.1198 -0.2628 4.7594 0.0 0.1 0.0 -0.08
C 0.3601 -2.2653 1.2244 0.0 0.0 0.0 -0.40
C -0.1124 -2.6153 -0.0499 -0.1 0.0 0.0 -0.18
C 0.6555 -3.3965 -0.9150 0.1 0.0 0.0 -0.06
C 1.9036 -3.8307 -0.5108 0.0 0.0 0.0 -0.05
C 2.3922 -3.4665 0.7436 0.0 0.0 0.0 -0.04
C 1.6440 -2.6785 1.5981 0.0 0.0 0.0 -0.08
H -2.0386 1.1422 0.7179 0.0 0.0 0.0 0.11
H -2.5983 0.6298 -0.7222 0.0 0.0 0.0 0.08
H -4.5743 -0.4997 -0.4921 0.0 0.0 0.0 0.12
H -5.8675 -2.2501 0.6673 0.0 0.0 0.0 0.12
H -4.9033 -3.4226 2.6196 0.0 0.0 0.0 0.12
H -2.6132 -2.8917 3.3646 0.0 0.0 0.0 0.11
H -0.2799 -3.5022 3.8047 0.0 0.0 0.0 0.11
H 0.2636 -3.8512 6.1801 0.0 0.0 0.0 0.11
H 0.7319 -1.9161 7.6432 0.0 0.0 0.0 0.11
H 0.6516 0.3787 6.7319 0.0 0.0 0.0 0.12
H 0.1002 0.7430 4.3560 0.0 0.0 0.0 0.11
H -1.1281 -2.3507 -0.3468 0.0 -0.1 0.0 0.10
H 0.2655 -3.6515 -1.8908 0.0 0.0 0.0 0.12
H 2.5064 -4.4446 -1.1659 0.0 0.0 0.0 0.12
H 3.3775 -3.7922 1.0502 0.0 0.0 0.0 0.12
H 2.0563 -2.3731 2.5511 0.0 0.0 0.0 0.11
Cl 2.0977 5.4537 3.4785 0.0 0.0 0.0 0.70
C 2.0866 3.9345 2.6780 0.0 0.0 0.0 -0.70
C 3.0393 2.9671 2.9975 0.0 0.0 0.0 -0.70
Cl 4.2277 3.2836 4.1965 0.0 0.0 0.0 0.70
C 3.0297 1.7286 2.3498 -0.1 0.0 -0.1 -0.62
Cl 4.1532 0.4861 2.7280 0.0 0.0 0.0 0.73
C 2.0731 1.4843 1.3818 0.0 0.1 0.1 -0.37
O 1.9551 0.3323 0.6949 -0.1 -0.2 -0.2 -0.28
C 1.1053 2.4476 1.0721 0.1 0.0 0.1 -0.35
O 0.1991 2.0550 0.1484 -0.2 -0.2 0.0 -0.26
C 1.1073 3.6732 1.7128 0.0 -0.1 0.0 -0.62
Cl -0.1100 4.8166 1.3188 0.0 0.0 0.0 0.74
C -1.7930 0.1380 -3.1072 0.0 0.0 -0.1 -0.05
C -0.3845 0.6231 -2.9179 -0.1 0.0 0.3 -0.41
C 0.2224 1.7667 -3.4094 0.0 0.0 0.0 -0.02
C 1.6022 1.6521 -3.1638 -0.1 0.0 0.1 -0.02
C 1.8097 0.4435 -2.5223 0.1 0.0 0.0 -0.39
C 3.0927 -0.2103 -2.1078 0.0 0.0 0.0 -0.03
N 0.5918 -0.2101 -2.3760 0.0 -0.3 -0.3 -0.13
H -1.9816 -0.1063 -4.1540 0.0 0.0 0.0 0.09
H -2.5363 0.8893 -2.8277 0.0 0.0 0.0 0.08
H -1.9758 -0.7796 -2.5399 0.0 0.0 0.0 0.07
H -0.2747 2.5698 -3.9312 0.0 0.0 0.0 0.12
H 2.3689 2.3588 -3.4391 0.0 0.0 0.0 0.12
H 3.6985 -0.4388 -2.9858 0.0 0.0 0.0 0.09
H 2.8991 -1.1529 -1.5912 0.0 0.0 0.0 0.06
H 3.6796 0.4220 -1.4425 0.0 0.0 0.0 0.08
```
Positions in Å, forces in eV/Å.


No. 3
ORCA calculation (ωB97M-V with the def2-TZVPD basis set) on a molecular structure, C30H24GeN2PtS3Se2.

As for the HOMO energy: -0.068 Eh. The value obtained for the energy relative to the best compared isomer or geometry (same formula, charge and spin) is 0.3 kcal per mole. As for the net charge: -2. Its gap between HOMO and LUMO is 0.2172 hartree.

Structure (XYZ):
```
63
Properties=species:S:1:pos:R:3:forces:R:3:lowdin_charge:R:1
Pt 0.9612 -0.2485 2.6741 -0.1 -0.2 -0.2 0.54
S 3.4134 -2.6966 5.6150 0.1 0.1 0.1 0.37
C 2.5628 -1.7653 4.5473 -0.2 -0.4 -0.2 -1.85
S 0.9236 -1.2339 4.7459 0.1 0.1 0.1 0.40
S 3.0724 -1.2796 2.9593 0.1 0.2 0.1 0.35
Se 0.1610 2.9685 -5.3077 0.0 0.0 0.0 0.29
Se -1.6226 0.5778 0.7958 0.0 0.0 0.0 0.94
C 0.0772 0.8208 0.0026 0.0 0.1 -0.1 -0.59
C 0.1863 1.3762 -1.2698 0.0 0.0 0.0 -0.10
C 1.4337 1.5234 -1.8420 -0.1 0.0 0.0 -0.06
C 2.5443 1.1022 -1.1193 0.0 0.1 0.0 -0.06
C 2.3652 0.5801 0.1410 0.1 0.0 0.1 -0.16
N 1.1563 0.4396 0.7069 0.0 0.1 0.1 -0.15
C -0.8071 1.3573 -5.1690 0.0 0.0 0.0 -0.86
C -2.0313 1.1949 -5.8593 0.0 0.0 0.0 -0.17
C -2.7456 0.0278 -5.7387 0.0 0.0 0.0 -0.13
C -2.2514 -0.9940 -4.9274 0.0 0.0 0.0 -0.12
C -1.0480 -0.7603 -4.2876 0.0 0.0 0.0 -0.19
N -0.3385 0.3603 -4.3964 0.0 0.0 0.0 0.01
H -0.6966 1.6954 -1.8064 0.0 0.0 0.0 0.10
H 1.5150 1.9600 -2.8323 0.0 -0.1 0.0 0.05
H 3.5456 1.1978 -1.5167 0.0 0.0 0.0 0.10
H 3.2021 0.2686 0.7520 0.0 0.0 0.0 0.06
H -2.3875 2.0108 -6.4731 0.0 0.0 0.0 0.07
H -3.6870 -0.0921 -6.2656 0.0 0.0 0.0 0.09
H -2.7814 -1.9276 -4.7902 0.0 0.0 0.0 0.08
H -0.6221 -1.5194 -3.6353 0.0 0.0 0.0 0.09
C -0.9805 0.5002 2.6562 0.1 0.1 0.0 -0.84
Ge -1.0668 2.3063 3.3905 0.0 0.0 0.0 0.88
C -2.9133 3.0095 3.5786 0.0 0.0 0.0 -0.25
C -3.8178 3.0447 2.5126 0.0 0.0 0.0 -0.13
C -5.1061 3.5379 2.6749 0.0 0.0 0.0 -0.10
C -5.5230 4.0095 3.9120 0.0 0.0 0.0 -0.12
C -4.6417 3.9833 4.9828 0.0 0.0 0.0 -0.11
C -3.3540 3.4888 4.8139 0.0 0.0 0.0 -0.10
C -0.0828 3.5347 2.2240 0.0 0.0 0.0 -0.28
C 1.3116 3.4810 2.1891 0.0 -0.1 0.0 -0.12
C 2.0331 4.2793 1.3129 0.0 0.0 0.0 -0.09
C 1.3704 5.1427 0.4504 0.0 0.0 0.0 -0.10
C -0.0138 5.2172 0.4824 0.0 0.0 0.0 -0.09
C -0.7308 4.4242 1.3699 0.0 0.0 0.0 -0.10
C -0.3168 2.4572 5.1956 0.0 0.0 0.0 -0.29
C -0.4990 1.4396 6.1303 0.0 0.0 0.0 -0.15
C -0.0029 1.5542 7.4211 0.0 0.0 0.0 -0.09
C 0.6860 2.6978 7.8001 0.0 0.0 0.0 -0.11
C 0.8790 3.7204 6.8819 0.0 0.0 0.0 -0.10
C 0.3811 3.5973 5.5908 0.0 0.0 0.0 -0.11
H -1.6770 -0.1711 3.1619 0.0 0.0 0.0 -0.04
H -3.5124 2.6809 1.5388 0.0 0.0 0.0 0.06
H -5.7843 3.5542 1.8298 0.0 0.0 0.0 0.10
H -6.5279 4.3950 4.0396 0.0 0.0 0.0 0.09
H -4.9554 4.3485 5.9542 0.0 0.0 0.0 0.09
H -2.6792 3.4773 5.6625 0.0 0.0 0.0 0.09
H 1.8378 2.7824 2.8330 0.0 0.0 0.0 0.10
H 3.1140 4.2069 1.2858 0.0 0.0 0.0 0.10
H 1.9304 5.7421 -0.2571 0.0 0.0 0.0 0.10
H -0.5378 5.8770 -0.1984 0.0 0.0 0.0 0.10
H -1.8129 4.4903 1.3797 0.0 0.0 0.0 0.09
H -1.0129 0.5290 5.8436 0.0 0.0 0.0 0.07
H -0.1326 0.7390 8.1223 0.0 0.0 0.0 0.10
H 1.0859 2.7843 8.8035 0.0 0.0 0.0 0.09
H 1.4274 4.6108 7.1674 0.0 0.0 0.0 0.09
H 0.5471 4.3975 4.8772 0.0 0.0 0.0 0.10
```
Positions in Å, forces in eV/Å.


No. 4
ORCA calculation (ωB97M-V with the def2-TZVPD basis set) on a molecular structure, C30H24MoN4O4S2.

As for the HOMO energy: -0.500 Eh. The value obtained for the energy relative to the best compared isomer or geometry (same formula, charge and spin) is 1.7 kcal per mole. As for the net charge: +2. Its gap between HOMO and LUMO is 0.1654 hartree.

Structure (XYZ):
```
65
Properties=species:S:1:pos:R:3:forces:R:3:lowdin_charge:R:1
Mo 0.3585 -0.3052 1.0410 0.2 -0.4 -0.3 1.83
O 2.7558 2.9632 -0.7433 -0.2 -0.1 -0.1 0.10
C 3.1741 3.3397 0.4802 0.0 0.0 0.1 -0.25
C 4.3226 4.1324 0.5169 -0.1 0.0 0.0 0.01
C 4.8231 4.5730 1.7206 0.0 0.0 0.0 -0.03
C 4.2006 4.2397 2.9287 0.0 0.0 0.0 -0.05
C 3.0719 3.4640 2.9092 0.0 0.0 0.0 -0.01
C 2.5401 2.9921 1.6895 -0.1 0.1 -0.1 -0.10
C 1.3729 2.1439 1.7450 0.3 0.1 0.1 -0.36
O 0.9658 1.4938 0.6241 0.1 0.1 0.0 -0.21
N 0.7139 1.8948 2.8337 -0.4 0.0 0.1 0.14
N -0.3176 0.9980 2.4817 0.0 0.2 0.2 -0.19
C -1.5421 1.2206 2.8149 0.1 -0.1 0.0 -0.01
C -2.6460 0.5544 2.1729 -0.1 0.0 -0.1 -0.15
C -3.9275 0.6776 2.7295 0.0 0.0 0.0 0.01
C -5.0335 0.1866 2.0666 0.0 0.0 0.1 -0.02
C -4.8944 -0.3951 0.8101 0.0 0.0 -0.1 -0.01
C -3.6500 -0.5077 0.2096 0.0 0.1 0.1 0.03
C -2.5365 -0.0485 0.8927 -0.1 -0.1 0.1 -0.28
O -1.3207 -0.1840 0.2893 0.5 0.1 0.0 -0.24
H 1.9340 2.4529 -0.6952 0.2 0.2 0.0 0.09
H 4.7905 4.3974 -0.4209 0.0 0.0 0.0 0.13
H 5.7117 5.1905 1.7277 0.0 0.0 0.0 0.12
H 4.6041 4.5927 3.8668 0.0 0.0 0.0 0.12
H 2.5735 3.1923 3.8294 0.0 0.0 0.0 0.12
H -1.7284 2.0123 3.5366 0.0 0.0 0.0 0.17
H -4.0416 1.1595 3.6921 0.0 0.0 0.0 0.14
H -6.0124 0.2720 2.5172 0.0 0.0 0.0 0.13
H -5.7685 -0.7565 0.2852 0.0 0.0 0.0 0.13
H -3.5284 -0.9445 -0.7718 0.0 0.0 0.0 0.14
C 1.4097 -3.9155 -1.3850 0.0 0.0 0.0 0.03
C 1.6099 -2.6260 -0.6652 0.1 -0.1 -0.1 -0.15
N 0.5764 -2.1120 -0.0062 -0.4 -0.1 0.1 -0.13
N -0.5161 -2.9657 0.1287 0.0 0.0 0.0 -0.01
C -1.0068 -2.9342 1.3100 -0.1 0.0 -0.1 -1.00
S -0.4132 -1.8499 2.6068 0.1 0.1 0.1 0.78
S -2.3260 -3.9115 1.8474 0.0 0.0 0.0 0.98
C -2.3868 -5.1410 0.5180 0.0 0.0 -0.1 -0.38
C -1.1511 -5.9952 0.3358 0.0 0.0 0.0 -0.30
C -1.0248 -6.6853 -0.8688 0.0 0.1 0.0 -0.05
C 0.0716 -7.5004 -1.1010 0.0 0.0 0.0 -0.06
C 1.0628 -7.6257 -0.1362 0.0 0.0 0.0 -0.07
C 0.9418 -6.9425 1.0641 0.0 0.0 0.0 -0.07
C -0.1626 -6.1340 1.3020 0.0 0.0 0.0 -0.08
C 2.9028 -1.9943 -0.6305 0.2 0.1 0.1 -0.08
C 3.9566 -2.3853 -1.4817 0.0 0.0 0.1 0.02
C 5.2175 -1.8594 -1.3222 0.0 0.0 -0.1 -0.02
C 5.4820 -0.9501 -0.2971 0.0 0.1 0.1 0.00
C 4.4809 -0.5286 0.5582 0.0 -0.1 -0.1 0.04
C 3.2038 -1.0340 0.3645 0.0 -0.1 -0.1 -0.25
O 2.1990 -0.6054 1.1339 -0.4 0.1 0.0 -0.23
H 0.8887 -4.6271 -0.7440 0.0 0.0 0.0 0.07
H 2.3460 -4.3492 -1.7096 0.0 0.0 0.0 0.09
H 0.7620 -3.7440 -2.2495 0.0 0.0 0.0 0.13
H -2.6280 -4.6169 -0.4061 0.0 0.0 0.0 0.09
H -3.2561 -5.7465 0.7855 0.0 0.0 0.0 0.10
H -1.7944 -6.5932 -1.6268 0.0 0.0 0.0 0.12
H 0.1494 -8.0414 -2.0347 0.0 0.0 0.0 0.11
H 1.9164 -8.2658 -0.3145 0.0 0.0 0.0 0.11
H 1.6979 -7.0538 1.8302 0.0 0.0 0.0 0.11
H -0.2532 -5.6292 2.2560 0.0 0.0 0.0 0.10
H 3.7786 -3.0843 -2.2847 0.0 0.0 0.0 0.12
H 6.0113 -2.1567 -1.9927 0.0 0.0 0.0 0.13
H 6.4823 -0.5556 -0.1774 0.0 0.0 0.0 0.13
H 4.6635 0.1902 1.3450 0.0 0.0 0.0 0.14
```
Positions in Å, forces in eV/Å.